(1)
55
Properties=species:S:1:pos:R:3:forces:R:3 method="wB97M-V/def2-TZVPD" fmax_ev_per_a=0.4 gap_ev="6.085 / 7.031" spin_multiplicity=5 total_charge=+3 mol_weight_g_mol=367.4 de_lowest_kcal_mol=0.00 e_tot_ha=-2144.58480 e_homo_ev="-17.79 / -17.80"
Mn 0.14026 -0.21268 0.87873 -0.099 0.230 0.261
C 0.92460 3.03546 1.18092 0.003 -0.007 0.056
C -0.51241 2.77626 0.75463 0.004 0.003 -0.060
N -1.03013 1.53018 1.37912 0.044 0.006 -0.047
C -2.40046 1.16512 0.93958 -0.041 0.021 -0.089
C -2.71602 -0.21562 1.47132 -0.054 -0.133 0.035
N -1.65184 -1.17158 1.02412 0.112 -0.055 0.028
C -1.58755 -2.45819 1.79353 -0.078 0.067 -0.066
C -1.32876 -2.28977 3.28877 -0.042 -0.050 0.054
C -0.41683 -1.14288 3.70929 0.176 0.065 -0.019
N 0.69223 -0.86967 2.74487 0.106 -0.185 -0.009
C 1.65474 0.14661 3.27661 -0.126 -0.183 0.064
C 2.66485 0.43586 2.19748 0.135 0.096 -0.082
N 1.97048 0.70475 0.88968 -0.071 0.006 0.019
C 1.94866 2.16148 0.47752 0.125 -0.112 -0.009
H 1.02636 2.96977 2.26907 -0.007 0.033 -0.001
H 1.17569 4.06959 0.93959 -0.004 -0.005 -0.039
H -0.56754 2.64075 -0.32787 -0.021 0.036 -0.008
H -1.15730 3.61953 1.00705 0.000 -0.016 0.081
H -1.05322 1.68653 2.38628 -0.043 0.030 0.015
H -2.40655 1.16881 -0.15235 -0.011 0.015 -0.008
H -3.14541 1.88981 1.27216 0.020 0.014 0.038
H -3.68945 -0.56748 1.12783 -0.012 0.017 -0.001
H -2.73494 -0.21875 2.55992 -0.022 0.010 0.002
H -1.85482 -1.42721 0.05817 -0.061 0.023 -0.006
H -0.81104 -3.06048 1.31791 0.033 0.013 0.004
H -2.52616 -2.99502 1.64696 -0.007 -0.006 0.005
H -0.91771 -3.23760 3.63972 -0.001 0.002 0.010
H -2.26581 -2.16715 3.83297 -0.013 -0.010 -0.018
H 0.02971 -1.37202 4.67807 -0.032 0.015 0.029
H -0.95552 -0.20285 3.83237 -0.045 -0.010 -0.011
H 1.21343 -1.74282 2.62321 -0.004 -0.005 0.053
H 2.13864 -0.23970 4.17504 0.016 0.045 0.021
H 1.08126 1.02749 3.56472 -0.001 0.033 -0.036
H 3.31856 -0.42552 2.05231 0.002 -0.003 0.006
H 3.29934 1.28077 2.46513 -0.005 0.004 0.006
H 2.51685 0.23625 0.16804 0.009 0.022 -0.015
H 1.77385 2.17230 -0.59875 -0.022 0.014 -0.010
H 2.95695 2.54184 0.64660 -0.008 0.033 0.001
N 0.07716 -0.24137 -1.07345 -0.003 -0.008 -0.310
C 0.05908 -0.28335 -2.25017 0.069 -0.069 0.167
N 0.04409 -0.33893 -3.51427 -0.036 0.019 -0.224
C -0.92572 -1.21971 -4.26503 0.110 0.121 0.181
C -0.15029 -1.96231 -5.33656 -0.029 -0.020 -0.164
O 0.55319 -1.05433 -6.15102 -0.014 0.022 0.095
C 1.56360 -0.38506 -5.43483 0.011 0.020 -0.163
C 0.95539 0.50767 -4.36919 -0.108 -0.102 0.197
H -1.67618 -0.56228 -4.70203 0.009 0.016 -0.031
H -1.39328 -1.90150 -3.55661 -0.005 -0.002 -0.002
H -0.86078 -2.48860 -5.97216 0.030 -0.026 -0.017
H 0.53182 -2.69533 -4.89053 0.008 0.002 0.030
H 2.10327 0.24292 -6.14207 0.025 -0.032 -0.014
H 2.26689 -1.10022 -4.99258 -0.002 -0.009 0.030
H 0.33823 1.28907 -4.81062 -0.021 -0.011 -0.029
H 1.71649 0.95114 -3.72921 0.001 0.009 -0.001

---

(2)
53
Properties=species:S:1:pos:R:3:forces:R:3 method="wB97M-V/def2-TZVPD" fmax_ev_per_a=5.7 gap_ev="5.773 / 6.086" spin_multiplicity=3 total_charge=+3 mol_weight_g_mol=416.3 de_lowest_kcal_mol=8.91 e_tot_ha=-1545.76154 e_homo_ev="-18.22 / -18.22"
Mo 0.13344 0.32566 0.66910 1.163 2.771 1.716
P -2.04528 -0.10916 0.19673 -5.165 0.342 -2.278
C -2.23188 0.50395 -1.59082 0.777 0.728 0.413
C -0.89264 0.91047 -2.16125 0.919 1.810 -0.204
N 0.20786 0.91953 -1.33110 0.100 -2.335 0.026
C 1.47452 1.06442 -1.81991 0.640 1.548 -0.367
C 1.68469 1.72294 -3.01488 -0.477 0.002 -0.530
C 0.56312 1.99070 -3.79629 -0.317 -0.292 -0.091
C -0.69323 1.54480 -3.38513 -0.999 -0.554 -0.134
C 2.67985 0.72321 -0.95959 -0.879 0.480 0.442
P 2.19254 -0.74108 0.13089 3.548 -0.097 -1.776
H -1.57377 1.67506 -4.01644 0.371 -0.005 -0.047
H 2.66758 2.05783 -3.35083 -0.173 -0.427 0.167
H 0.64636 2.46315 -4.77165 0.084 0.122 0.229
H 3.55442 0.44630 -1.58030 -0.558 0.066 0.309
H 2.97610 1.64349 -0.42248 -0.063 -0.482 0.195
H -2.72626 -0.31679 -2.07114 0.150 -0.582 -0.856
H -2.96812 1.35135 -1.65802 0.842 -0.705 0.245
H -1.47787 -3.52856 -3.52408 -0.458 0.347 -0.715
O -2.16617 -3.20263 -4.14048 0.637 0.993 0.435
H -1.88500 -2.31083 -4.46082 -0.146 -1.302 0.313
H 0.67724 -3.65533 0.09247 0.044 0.248 0.099
O -0.13509 -3.79260 -0.40600 0.495 -0.028 0.256
H -0.10140 -4.75849 -0.44424 -0.579 -0.159 -0.314
C 2.80365 -2.06693 -1.02578 -0.169 -0.358 -0.151
H 3.74127 -1.62841 -1.45142 -0.797 -0.359 0.349
H 3.11186 -2.94727 -0.42397 -0.425 0.373 -0.420
H 2.11095 -2.34415 -1.84988 0.406 0.148 0.675
C 3.51353 -0.85631 1.37073 -0.289 -0.179 0.983
H 3.35863 -1.82538 1.85431 0.108 0.028 0.159
H 4.51121 -0.89049 0.91892 -0.292 0.131 -0.281
H 3.51830 -0.09187 2.15921 -0.143 -0.077 -0.325
C -3.31872 1.17240 0.72608 0.454 0.456 1.085
H -4.22310 0.87100 0.16313 0.449 0.129 0.313
H -3.54605 1.23286 1.80752 0.117 -0.261 -0.567
H -2.97738 2.16902 0.38591 -0.228 -0.509 0.192
C -3.05112 -1.62438 0.18461 0.340 -0.551 0.377
H -3.41405 -1.80386 1.20796 0.049 -0.050 -0.328
H -3.90352 -1.41562 -0.48651 0.348 -0.114 0.321
H -2.48449 -2.50197 -0.16593 -0.187 0.310 0.092
C 0.13239 -0.11744 3.12936 -0.373 0.106 0.932
C -0.44485 1.32245 3.06098 0.212 0.562 -0.056
C -0.06265 2.12879 4.32943 0.160 -0.323 -0.484
C 0.12250 2.10051 1.86351 0.967 0.025 -0.075
H 1.19634 -0.12167 3.47485 -0.819 -0.204 -0.438
H -0.03815 -0.80634 2.23366 0.215 -0.265 0.560
H -0.51062 -0.66341 3.85153 0.666 0.100 -0.241
H -1.53515 1.30704 3.03560 -0.011 -0.224 -0.205
H 1.02012 2.20289 4.36565 0.161 0.125 0.187
H -0.49079 3.12174 4.24278 -0.020 0.124 0.170
H -0.41814 1.64326 5.22772 -0.171 -0.101 0.207
H -0.44402 3.00405 1.55148 0.024 -0.779 -0.297
H 1.16104 2.50211 2.07483 -0.709 -0.751 -0.268

---

(3)
55
Properties=species:S:1:pos:R:3:forces:R:3 method="wB97M-V/def2-TZVPD" fmax_ev_per_a=3.3 gap_ev=10.153 spin_multiplicity=1 smiles="CCCCCCCCO[P@@](=O)(OCCN)OCCCCOC=O" mol_weight_g_mol=353.4 de_lowest_kcal_mol=14.23 e_tot_ha=-1438.35218 e_homo_ev=-9.40
C -2.23865 -1.43205 -4.10825 0.008 -0.012 0.134
C -3.13923 -0.28627 -3.60723 0.299 0.136 0.208
C -2.43479 1.10626 -3.64971 -0.579 -0.983 1.007
C -1.54700 1.25220 -2.39193 0.244 0.428 -0.911
C -0.59838 2.47956 -2.48159 0.111 -1.290 1.142
C 0.39898 2.41023 -1.26885 -0.240 0.552 -0.868
C 0.03748 3.41763 -0.14453 0.343 -0.362 -0.311
C 0.42000 2.97404 1.30056 0.149 1.616 -0.274
O 1.14920 1.74062 1.36993 -1.324 -0.707 -0.644
P 0.22620 0.43555 1.60916 0.384 -0.800 0.404
O 0.32604 0.00295 2.99594 -0.284 0.066 0.770
O -1.25827 0.78999 1.11136 1.085 -0.216 0.548
C -2.27793 0.53312 2.11260 -1.842 0.558 -0.522
C -3.49081 1.43144 1.74498 1.099 0.075 -0.090
N -4.01519 1.20928 0.40442 -0.387 0.226 0.501
O 0.71205 -0.77435 0.65283 0.096 1.836 -0.153
C 2.14634 -0.91453 0.61836 0.985 -0.959 -0.015
C 2.73771 -1.77108 1.76296 0.694 -0.414 -0.584
C 2.91968 -3.26407 1.35283 0.415 0.086 0.606
C 4.22166 -3.85164 1.93127 -0.761 0.360 -0.471
O 4.22573 -3.57979 3.34613 0.679 -1.107 -1.089
C 5.15960 -4.29854 4.01860 -0.976 -0.036 -1.402
O 5.46771 -3.94530 5.08194 1.132 0.570 3.009
H -2.79884 -2.36945 -4.23459 0.104 0.285 -0.022
H -1.73596 -1.19194 -5.05756 -0.259 -0.041 0.199
H -1.45180 -1.64158 -3.36688 -0.159 0.088 -0.258
H -3.36471 -0.50524 -2.54799 -0.165 0.112 -0.326
H -4.10624 -0.24518 -4.12751 0.341 -0.124 -0.071
H -3.22836 1.86665 -3.62925 0.406 0.077 -0.316
H -1.82474 1.15584 -4.56276 -0.226 0.322 0.185
H -2.14069 1.29517 -1.46948 0.042 -0.017 -0.285
H -0.94509 0.32931 -2.32073 0.004 0.375 0.090
H -1.17908 3.40935 -2.41893 0.228 -0.123 -0.471
H -0.04809 2.35990 -3.42345 -0.166 0.520 0.128
H 0.41557 1.36015 -0.95581 0.107 0.357 0.178
H 1.39958 2.65876 -1.65510 -0.160 -0.214 0.338
H -1.02539 3.69430 -0.22551 0.201 -0.321 0.279
H 0.59227 4.34101 -0.37194 -0.242 -0.201 0.133
H 1.09267 3.74431 1.70337 -0.015 -0.455 0.010
H -0.46247 3.00097 1.95540 0.266 -0.432 -0.149
H -1.98482 0.81502 3.12859 0.394 -0.447 -0.283
H -2.57084 -0.52156 2.01390 0.244 0.193 0.380
H -3.09219 2.46036 1.78870 -0.346 -0.208 0.032
H -4.26088 1.35782 2.52977 0.194 -0.212 -0.255
H -3.65810 1.90174 -0.23645 0.022 -0.361 -0.134
H -3.86772 0.26536 0.07103 0.088 0.196 -0.103
H 2.37422 -1.43839 -0.32240 -0.250 0.276 0.171
H 2.69488 0.03653 0.57036 -0.675 0.055 0.088
H 3.75912 -1.39190 1.94606 -0.374 0.098 -0.013
H 2.20536 -1.68452 2.71431 -0.061 0.143 -0.334
H 3.02354 -3.35948 0.26066 -0.355 -0.034 0.278
H 2.07450 -3.85273 1.73301 0.135 0.009 -0.394
H 4.29008 -4.93210 1.72114 -0.065 0.270 0.232
H 5.08861 -3.36523 1.45030 -0.205 -0.054 0.287
H 5.58748 -5.21849 3.57796 -0.388 0.246 -0.589

---

(4)
58
Properties=species:S:1:pos:R:3:forces:R:3 method="wB97M-V/def2-TZVPD" fmax_ev_per_a=10.7 gap_ev=6.482 spin_multiplicity=1 mol_weight_g_mol=357.1 e_tot_ha=-1181.27098 e_homo_ev=-6.85
C 1.95895 2.31005 -2.98136 -3.701 0.067 -1.181
C 0.52079 1.97068 -3.25770 4.156 2.051 0.479
B -0.24338 0.64564 -2.60426 2.280 -0.388 -2.821
O -1.00929 -0.03075 -3.69915 0.506 -3.234 -0.763
C -0.55916 -1.45014 -3.85892 0.245 2.022 -1.250
N -1.55644 -2.27526 -3.07591 -5.834 -3.386 -5.121
C -2.49777 -2.72972 -4.00842 0.996 0.088 -2.854
O -3.23766 -3.12713 -5.07818 5.405 2.941 8.767
C 1.01293 -1.39012 -3.39746 -1.119 0.022 1.268
C 1.73801 -2.70639 -2.74386 0.214 -0.049 0.344
C 3.15850 -2.28676 -1.97190 -0.325 -0.245 0.533
B 1.86659 -1.01869 -4.79302 1.095 1.331 -1.070
N 1.35203 0.02368 -5.81312 2.474 -0.746 0.320
O 3.16532 -1.68378 -5.13473 -1.112 1.662 1.327
O 0.90138 -0.29611 -2.39047 1.017 -2.260 -0.046
H 2.64397 1.72718 -2.21552 -1.695 1.139 -1.803
H 2.41129 3.25674 -3.53921 -0.817 -2.131 1.377
H -0.06173 2.65682 -4.00572 1.368 -1.022 1.296
H -0.87658 0.94440 -1.65840 -0.628 -0.029 1.236
H -0.62198 -1.91493 -4.93127 0.256 1.765 1.462
H 1.09155 -3.28016 -1.94314 0.947 1.319 -1.708
H 1.97285 -3.45829 -3.60923 -0.412 1.414 1.610
H 2.97872 -2.46190 -0.80901 0.484 0.485 -2.399
H 3.42866 -1.14454 -2.11497 -0.578 -2.462 0.160
H 4.06059 -2.99150 -2.28190 -1.941 1.612 0.505
H 1.81301 -0.20370 -6.74246 -0.573 0.297 1.434
H 1.78528 0.95972 -5.55495 -1.199 -1.252 -0.065
H 3.93332 -1.05324 -5.00085 -1.561 -1.010 -0.472
C -2.62375 0.30229 1.48475 0.189 0.082 -0.287
C -1.82005 -0.28767 2.63692 0.069 0.077 -0.042
N -0.35055 0.18979 2.71009 0.498 -0.210 -0.303
C 0.36578 -0.28793 1.42153 -0.326 0.439 0.428
C 0.39005 -0.53739 3.85974 -0.388 0.187 -0.269
C -0.08414 -0.23626 5.26931 0.186 0.174 0.365
C -0.18248 1.74073 2.74877 -0.509 -0.535 0.170
C -0.94201 2.50597 3.84653 -0.101 -0.159 -0.194
O -2.34491 2.31542 3.73343 0.534 0.040 0.357
C -3.03482 2.30423 4.97761 -0.225 -0.107 -0.200
H -2.23352 -0.00258 0.51013 -0.044 -0.013 0.085
H -3.65484 -0.06352 1.54234 0.223 -0.014 0.125
H -2.67035 1.39230 1.50389 0.014 -0.172 0.131
H -1.78854 -1.37892 2.53289 0.314 0.193 0.000
H -2.29822 -0.07472 3.59159 0.219 0.153 -0.103
H 0.24244 -1.37161 1.33770 -0.022 0.269 0.024
H 1.42619 -0.02875 1.50253 -0.264 -0.052 0.009
H -0.06967 0.22043 0.55718 0.091 -0.163 0.056
H 1.45412 -0.28667 3.76994 -0.298 -0.025 -0.190
H 0.27540 -1.61080 3.66677 -0.023 0.315 -0.238
H 0.36387 0.68489 5.64942 -0.190 -0.097 -0.040
H 0.26515 -1.02693 5.94336 -0.065 0.031 -0.253
H -1.16903 -0.18437 5.37154 0.095 0.005 -0.044
H -0.51065 2.10318 1.77096 0.068 -0.196 0.098
H 0.89279 1.92960 2.83893 -0.190 -0.103 0.003
H -0.74957 3.57531 3.71459 0.351 -0.036 -0.195
H -0.57292 2.25116 4.84312 -0.164 -0.076 -0.133
H -2.42954 2.67200 5.81189 -0.011 0.020 -0.157
H -3.34698 1.27735 5.18402 -0.057 -0.020 0.205
H -3.92899 2.92164 4.88362 0.078 -0.009 0.028